[1]
Formula: C36H59FInN8O11P3
Source: the OMol25 dataset
Level of theory: ωB97M-V/def2-TZVPD

```
119
C36H59FInN8O11P3, DFT ωB97M-V/def2-TZVPD
In 0.34212 0.40839 0.37543
O -1.57175 -3.22924 2.06592
P -1.73364 -1.61437 2.20282
O -3.08574 -1.27252 2.67066
O -1.22194 -1.06651 0.88191
O -0.62854 -1.30931 3.36619
P 0.70546 -0.46046 2.99756
O 1.54856 -0.55224 4.35556
O 1.43133 -1.13239 1.87025
O 0.26317 0.93894 2.69010
H -1.86253 -3.62225 2.89595
H 2.33127 -1.08852 4.18751
F -0.32708 -6.05869 0.83279
C -0.81629 -5.34905 -0.21576
C -0.25665 -4.14138 -0.51757
C -0.79063 -3.37969 -1.54883
C -0.28455 -2.01174 -1.72836
O 0.73298 -1.66036 -1.14068
C -1.08368 -1.16529 -2.58949
C -2.01500 -1.74603 -3.37428
N -2.35940 -3.07369 -3.32933
C -3.29125 -3.58433 -4.29790
C -2.92700 -3.44548 -5.74497
C -2.89257 -4.79363 -5.08955
C -1.85598 -3.86554 -2.30916
C -2.42047 -5.09865 -1.97420
C -1.92992 -5.83079 -0.90578
N -2.66280 -6.99628 -0.50330
C -1.95800 -8.05835 0.19032
C -2.80979 -9.31294 0.16580
N -4.11761 -9.00206 0.84994
C -4.82967 -7.86760 0.15849
C -3.90802 -6.66666 0.17397
C -0.96590 0.35700 -2.61656
O -1.31005 0.94030 -3.63775
O -0.66774 0.90555 -1.50326
H 0.54933 -3.73131 0.08266
H -2.55346 -1.14169 -4.09388
H -4.33789 -3.46696 -4.03624
H -1.98465 -2.96496 -5.96783
H -3.72336 -3.22923 -6.44254
H -1.92409 -5.22339 -4.87400
H -3.66296 -5.50899 -5.34311
H -3.26193 -5.48508 -2.53419
H -1.71991 -7.80587 1.23350
H -1.01802 -8.26979 -0.31496
H -2.34315 -10.13839 0.69988
H -3.04734 -9.61103 -0.85345
H -3.90940 -8.70569 1.80743
H -4.70934 -9.82994 0.90714
H -5.76571 -7.68484 0.68234
H -5.02407 -8.19531 -0.86087
H -3.73025 -6.35168 1.21753
H -4.39645 -5.83618 -0.32987
N 2.10527 1.26961 -0.10958
P 2.67075 2.68016 0.09704
N 4.35131 2.65176 -0.03888
C 4.95502 1.74640 -1.00423
C 6.19509 1.03774 -0.40755
C 6.25898 1.26978 1.09797
C 6.37625 2.76869 1.37074
C 5.30389 3.55689 0.57049
N 2.15818 3.83663 -0.99303
C 2.88577 5.09205 -1.13315
C 2.00801 6.14960 -1.81353
C 0.56546 6.02849 -1.32910
C -0.02460 4.67113 -1.75680
C 1.08509 3.63144 -1.95123
N 2.51638 3.50532 1.56491
C 3.07537 2.85569 2.75885
C 3.41686 3.92994 3.81361
C 2.68975 5.23842 3.50247
C 1.24195 4.94699 3.12044
C 1.17508 4.01994 1.88418
H 5.24707 2.30416 -1.90661
H 4.19588 1.01869 -1.28459
H 7.11081 1.42837 -0.86302
H 6.15421 -0.02943 -0.63242
H 7.10358 0.73830 1.54278
H 5.34633 0.87325 1.54833
H 7.37204 3.10238 1.06435
H 6.28883 2.97145 2.44145
H 5.79803 4.15695 -0.20818
H 4.77090 4.24869 1.21791
H 3.81173 4.95036 -1.70938
H 3.17540 5.44797 -0.13959
H 2.03413 6.01490 -2.89843
H 2.41781 7.14035 -1.60584
H -0.04178 6.85198 -1.71131
H 0.56312 6.11877 -0.23909
H -0.57179 4.77383 -2.69764
H -0.73677 4.30894 -1.00961
H 1.48475 3.70163 -2.97099
H 0.69387 2.62588 -1.83487
H 3.96109 2.29325 2.47574
H 2.35100 2.14168 3.15974
H 4.49544 4.10606 3.85718
H 3.11126 3.57060 4.80008
H 3.18170 5.73426 2.66196
H 2.73708 5.91989 4.35504
H 0.70974 5.88081 2.92405
H 0.74096 4.46472 3.96509
H 0.79907 4.55431 1.01396
H 0.49567 3.18915 2.08465
C -4.59079 3.52437 0.79748
N -3.20579 3.20511 1.07251
C -2.50671 4.10535 1.97381
C -2.56773 2.11251 0.59132
C -3.35163 1.13254 -0.23675
O -1.36813 1.97181 0.82274
H -4.69009 4.60742 0.71451
H -5.25402 3.17957 1.59692
H -4.91558 3.09096 -0.14356
H -3.16147 4.35448 2.81076
H -2.21847 5.02840 1.46260
H -1.61267 3.61615 2.34771
H -4.36191 0.99379 0.14343
H -2.82805 0.18263 -0.21373
H -3.38610 1.49226 -1.26807
```

Mulliken atomic charge list, values in e, 4 entries:
1. In 2.32
2. O -0.35
3. P 0.15
4. O -0.76

---

[2]
81
Properties=species:S:1:pos:R:3 method="wB97M-V/def2-TZVPD" de_lowest_kcal_mol=0.0 charge=-1
Pt -0.46657 0.24859 -0.07948
N 0.54519 -0.80519 -1.59409
C 1.88879 -0.65150 -2.22711
C 2.91451 -1.59071 -1.63277
C 3.62173 -1.07093 -0.36333
O 4.24317 -1.90966 0.30479
O 3.49583 0.16449 -0.15891
H 0.46017 -1.76419 -1.26466
H -0.14273 -0.74788 -2.33579
H 2.22060 0.37900 -2.09719
H 1.75589 -0.86271 -3.29095
H 3.70057 -1.78566 -2.36569
H 2.47223 -2.56796 -1.40874
O -2.58653 -0.25556 1.71445
N -1.77269 0.69596 1.43529
C -1.83902 1.76041 2.17883
C -1.03095 2.97406 2.12184
C -1.57034 4.06991 2.81838
C -0.91222 5.27814 2.90510
C 0.32680 5.43150 2.29255
C 0.87320 4.36422 1.60506
C 0.22068 3.13164 1.50765
P 1.08112 1.73174 0.68175
C 1.93100 2.70004 -0.61906
C 1.06451 3.36995 -1.48404
C 1.55713 4.19575 -2.48291
C 2.92639 4.37540 -2.61525
C 3.79125 3.72422 -1.74776
C 3.30255 2.88666 -0.75331
C 2.20595 1.22570 2.01001
C 3.21415 2.04286 2.51324
C 3.98389 1.61884 3.58064
C 3.74323 0.38288 4.16993
C 2.72930 -0.42504 3.68482
C 1.96175 -0.00549 2.60587
H -2.47142 -1.21736 0.09135
H -2.62856 1.72559 2.92097
H -2.53520 3.94771 3.29695
H -1.36262 6.10201 3.44481
H 0.85945 6.37227 2.34916
H 1.83281 4.49307 1.12110
H -0.00676 3.24784 -1.37113
H 0.87074 4.69833 -3.15328
H 3.31759 5.02214 -3.39133
H 4.86127 3.85789 -1.84786
H 3.98174 2.34953 -0.10785
H 3.41217 3.00921 2.06219
H 4.78041 2.25139 3.95357
H 4.35429 0.05139 5.00010
H 2.54218 -1.39421 4.12861
H 1.18488 -0.64819 2.20875
C -3.26381 1.24126 -2.48674
C -2.30215 0.48470 -3.40800
C -0.93852 1.18577 -3.46299
C -2.25979 -1.03019 -3.17240
C -2.38842 -1.82248 -4.31352
C -2.54518 -3.19460 -4.24669
C -2.59327 -3.78380 -2.99042
C -2.42038 -3.05588 -1.82443
C -2.44649 -3.82610 -0.50833
C -1.11900 -3.80195 0.25711
C -3.62406 -3.45786 0.40192
C -2.21062 -1.64855 -1.89089
N -2.00695 -0.90151 -0.76154
H -3.42041 2.24958 -2.88218
H -2.88066 1.31068 -1.47134
H -4.23032 0.73578 -2.43661
H -2.71496 0.57591 -4.41758
H -0.40897 1.14448 -2.50395
H -1.06350 2.24255 -3.71266
H -0.29097 0.73331 -4.22198
H -2.41092 -1.32986 -5.28132
H -2.65651 -3.78936 -5.14452
H -2.73989 -4.85697 -2.91139
H -2.60063 -4.87041 -0.79829
H -0.88579 -2.82004 0.66537
H -0.29829 -4.11325 -0.39532
H -1.16115 -4.51002 1.08932
H -3.48881 -2.49587 0.89899
H -3.73896 -4.20922 1.18760
H -4.55274 -3.41413 -0.17145

---

[3]
32
Properties=species:S:1:pos:R:3 method="wB97M-V/def2-TZVPD" de_lowest_kcal_mol=0.0
C -0.66859 -1.76331 3.67578
C -1.56671 -1.45920 2.48312
N -0.79799 -1.02495 1.29288
C -1.38815 -0.05911 0.48864
O -2.55578 0.27134 0.61038
C -0.58898 0.49083 -0.59380
C -1.14945 0.74302 -1.92685
C -0.32080 1.40661 -2.82972
C 1.05386 1.62464 -2.56437
C 1.94645 2.23321 -3.56473
C 3.23807 2.48492 -3.18838
C 3.69101 2.35093 -1.86937
C 2.87673 1.87788 -0.93901
C 1.59501 1.40944 -1.23582
C 0.65419 0.98125 -0.28148
B -2.25872 -2.86921 2.24576
O -3.70793 -2.90834 2.13735
O -1.48603 -3.98664 2.16593
H 0.11511 -2.48959 3.28807
H -1.10061 -2.24128 4.47886
H -0.21773 -0.85553 4.07481
H -2.29631 -0.71256 2.66437
H -0.42002 -1.87892 0.81773
H -2.22663 0.62880 -2.07977
H -0.75827 1.63296 -3.81274
H 1.46891 2.55440 -4.49157
H 3.88175 2.96929 -3.93565
H 4.70585 2.63422 -1.56732
H 3.26587 1.74241 0.06822
H 0.97591 0.99081 0.77792
H -4.00895 -2.03635 1.84008
H -1.95109 -4.74196 1.77068

---

HOMO energy in Ha, matching the order above: -0.2381, -0.1641, -0.3139